Record 1
{
  "formula": "C2H8N2O2",
  "method": "the ωB97M-V functional and the def2-TZVPD basis",
  "symbols": ["C", "N", "C", "N", "O", "H", "H", "H", "H", "H", "H", "O", "H", "H"],
  "coordinates": [[0.63187, -0.22957, -0.10453], [0.21535, 1.07810, -0.61066], [0.56647, 1.54263, -1.86367], [1.02355, 2.85848, -1.90271], [0.45206, 0.88828, -2.88311], [1.32293, -0.07813, 0.72606], [-0.26908, -0.70483, 0.28396], [1.03900, -0.78718, -0.94057], [0.00653, 1.81710, 0.04782], [1.74099, 3.17246, -1.25687], [1.13269, 3.22761, -2.82197], [-2.34893, -4.33105, 4.01151], [-2.71267, -3.45886, 3.84171], [-2.80075, -4.99503, 3.47304]],
  "forces_ev_per_angstrom": [[-1.1, 0.8, 0.1], [0.4, 0.9, -0.2], [0.2, -0.2, -0.4], [-0.2, 0.1, 0.8], [0.1, -0.1, 0.3], [0.3, -0.3, -0.2], [0.2, -0.5, 0.0], [0.1, -0.2, 0.2], [0.3, -0.3, 0.1], [-0.5, -0.3, 0.0], [0.1, 0.0, -0.5], [0.3, -0.3, 0.2], [-0.2, -0.2, -0.3], [0.0, 0.6, 0.1]],
  "gap_ev": 10.26,
  "total_charge": 0,
  "lumo_ev": 0.745,
  "e_above_lowest_kj_mol": 60.3,
  "e_homo_ha": -0.349,
  "smiles": "CNC(N)=O.O",
  "spin_multiplicity": 1
}

Record 2
{
  "formula": "C2H8N2O2",
  "method": "the ωB97M-V functional and the def2-TZVPD basis",
  "symbols": ["O", "C", "O", "H", "H", "N", "C", "N", "H", "H", "H", "H", "H", "H"],
  "coordinates": [[-1.49169, -0.93141, -1.96467], [-0.45500, -0.61786, -2.47266], [0.77610, -0.92784, -2.03793], [-0.35987, -0.05319, -3.42000], [0.68008, -0.75012, -0.99956], [-0.41778, 1.11850, 2.01938], [0.15505, 0.76554, 0.70228], [0.43015, -0.64613, 0.55010], [0.34148, 1.47648, 2.57298], [-0.99874, 0.47937, 2.53019], [1.13230, 1.24142, 0.72183], [-0.49143, 1.08376, -0.11148], [-0.37396, -1.26163, 0.64860], [1.07331, -0.97690, 1.26094]],
  "forces_ev_per_angstrom": [[-0.3, 0.2, 0.5], [1.2, -0.2, -1.3], [-0.9, 1.1, 1.1], [-0.4, -0.1, 0.0], [0.7, -1.3, -0.6], [0.7, 1.1, -0.8], [-0.6, -0.5, 2.0], [0.1, -0.9, -0.1], [-0.3, -0.1, 0.6], [0.0, -0.4, -0.3], [-0.2, 0.4, -0.7], [0.1, 0.1, -0.1], [-0.3, 0.4, -0.2], [0.3, 0.2, -0.1]],
  "gap_ev": 10.33,
  "total_charge": 0,
  "lumo_ev": 0.789,
  "e_above_lowest_kj_mol": 117.3,
  "e_homo_ha": -0.351,
  "smiles": "O=CO.NCN",
  "spin_multiplicity": 1
}

Record 3
{
  "formula": "C2H8N2O2",
  "method": "the ωB97M-V functional and the def2-TZVPD basis",
  "symbols": ["N", "C", "O", "H", "H", "H", "H", "H", "C", "N", "O", "H", "H", "H"],
  "coordinates": [[-0.71801, -1.52019, -0.38585], [-1.54835, -0.39327, -0.77182], [-0.84900, 0.97005, -0.72632], [-0.21974, -1.85442, -1.16191], [-0.19042, -1.35470, 0.40252], [-1.82099, -0.41638, -1.87337], [-2.49124, -0.33946, -0.10805], [-0.99548, 1.12882, 0.29697], [1.26634, 0.74305, 1.44338], [1.61646, 0.56502, 0.07924], [1.07007, -0.27672, 2.07899], [1.36330, 1.84371, 1.61803], [1.72544, -0.36577, -0.26621], [1.79162, 1.27026, -0.62561]],
  "forces_ev_per_angstrom": [[-2.7, 2.1, -1.8], [-0.3, -0.3, -1.1], [-0.8, -1.0, 4.2], [0.8, -0.9, -0.9], [1.1, -0.1, 2.3], [0.1, -0.5, 1.6], [1.5, 0.2, -0.9], [0.5, 0.4, -3.0], [1.1, -0.9, -0.9], [-0.9, 0.0, -0.4], [-0.1, 2.2, -0.3], [-0.6, -0.8, 1.2], [0.2, -0.9, -0.1], [0.0, 0.6, 0.3]],
  "gap_ev": [10.90, 5.05],
  "total_charge": 1,
  "lumo_ev": [-4.323, -9.568],
  "e_above_lowest_kj_mol": 241.9,
  "e_homo_ha": [-0.559, -0.537],
  "spin_multiplicity": 2
}

| no. | F_max (eV/Å) | M (g mol⁻¹) |
| --- | --- | --- |
| 1 | 1.363 | 92.098 |
| 2 | 2.180 | 92.098 |
| 3 | 4.411 | 92.098 |